Entry 1:
9
Properties=species:S:1:pos:R:3:forces:R:3 method="wB97M-V/def2-TZVPD" e_tot_ev=-9388.4464 charge=+3 multiplicity=5 e_above_lowest_ev=0.000 fmax_ev_per_a=4.39 lumo_ev="-15.4 / -19.0"
O 1.238708 -1.443467 -0.778122 -2.047 1.127 2.237
C 0.633600 -0.782144 -0.081922 2.928 -1.238 -3.033
C 0.338621 0.541340 0.573096 1.177 -0.934 1.146
O -0.982973 0.897481 0.446676 0.305 0.891 -0.576
Rh -2.437568 -0.119864 1.055608 -2.124 -1.637 0.986
H 1.062591 1.241663 0.115462 -0.107 -0.107 0.053
H 0.604253 0.364137 1.634531 0.221 0.395 -0.113
Li -1.268958 2.419484 -0.627112 -0.172 1.438 -0.783
H -1.298401 -1.501511 0.586727 -0.181 0.062 0.083

Entry 2:
20
Properties=species:S:1:pos:R:3:forces:R:3 method="wB97M-V/def2-TZVPD" smiles="C=C(N)C[C@@H](C)[NH3+]" e_tot_ev=-8368.3558 charge=+1 e_above_lowest_ev=2.455 fmax_ev_per_a=4.45 lumo_ev=-3.1
C 2.506941 0.999325 0.566937 -2.097 -3.703 1.287
C 1.164487 0.867753 0.381819 2.034 1.400 -0.929
N 0.392057 1.735839 -0.472160 -0.949 -0.131 0.008
C 0.293327 -0.155107 0.986742 -0.457 -0.556 1.049
C -0.529331 -1.130947 0.010411 0.016 -0.530 0.532
C -1.995564 -1.110863 0.377259 -1.456 0.186 -0.023
N -0.419369 -0.546014 -1.460477 2.566 -2.778 0.589
H 3.066054 1.725458 0.083330 1.003 1.360 -0.582
H 3.031213 0.144531 1.156659 -0.857 1.884 -1.118
H 0.782681 2.493170 -0.967843 1.826 0.432 -0.796
H -0.371239 2.255195 -0.075717 -0.647 -0.461 1.202
H -0.417654 0.518979 1.593545 0.540 -1.647 -0.553
H 0.948564 -0.763848 1.657828 -0.946 0.434 -0.307
H -0.255694 -2.284233 0.102288 0.263 2.693 -0.748
H -2.208982 -1.596688 1.358440 0.476 0.773 -0.491
H -2.599835 -1.708428 -0.303725 0.185 -0.295 -0.310
H -2.481013 -0.105763 0.294091 0.650 -0.554 0.521
H -0.523619 0.490892 -1.310615 0.270 0.050 -0.682
H 0.574380 -0.749175 -1.835600 -1.589 0.934 1.031
H -0.957403 -1.080078 -2.143211 -0.829 0.508 0.319